Arrangement A

9
Properties=species:S:1:pos:R:3:nbo_charge:R:1 method="wB97M-V/def2-TZVPD" lumo_ev=-1.3503
C -0.345 -1.333 0.077 0.01
C 0.696 -0.166 -0.312 -0.22
C 0.138 1.184 -0.177 -0.08
C -0.221 2.330 -0.008 -0.14
H -0.433 -1.220 1.286 0.20
H 0.167 -2.614 -0.139 0.20
H -0.725 3.178 -0.216 0.22
F -1.586 -0.994 -0.343 -0.35
S 2.309 -0.364 -0.167 0.14

=====

Arrangement B

9
Properties=species:S:1:pos:R:3:nbo_charge:R:1 method="wB97M-V/def2-TZVPD" lumo_ev=-1.4609
C 0.328 -1.451 0.087 0.00
C -0.220 -0.058 -0.121 -0.21
C 0.717 1.087 -0.331 -0.09
C 1.352 2.186 0.184 -0.15
H -0.057 -2.404 -0.539 0.23
H 0.218 -1.657 1.446 0.19
H 1.719 3.346 0.285 0.29
F 1.658 -1.374 -0.045 -0.36
S -1.867 0.156 0.019 0.08

=====

Which structure is the least stable? The one labeled arrangement B.

=====

Arrangement A

120
Properties=species:S:1:pos:R:3:mulliken_charge:R:1 method="wB97M-V/def2-TZVPD" lumo_ev=0.4232 smiles="CCOC(C)=O.CCOC(C)=O.CCOC(C)=O.CCOC(C)=O.CCOC(C)=O.CC(C)=O.CC(C)=O.CC(C)=O.CC(C)=O.CC(C)=O"
C -3.062 0.136 -0.616 -0.25
C -4.209 -0.665 0.027 -1.12
O -4.309 -0.019 1.281 -0.05
C -4.968 -0.674 2.290 0.59
C -5.060 0.217 3.568 -0.66
O -5.471 -1.821 2.275 -0.59
H -2.817 -0.093 -1.542 0.53
H -2.138 0.082 0.015 -0.27
H -3.481 1.171 -1.187 -0.09
H -5.159 -0.713 -0.418 0.47
H -4.122 -1.680 0.090 0.80
H -5.091 1.378 3.328 0.19
H -4.057 -0.131 3.983 0.00
H -5.955 0.023 4.128 0.38
C 0.812 4.701 2.531 -1.38
C 1.215 3.647 3.612 0.43
O 0.469 3.807 4.751 -0.31
C 0.307 2.745 5.666 0.74
C -0.691 3.092 6.664 -1.02
O 0.948 1.748 5.560 -0.54
H -0.232 4.547 2.303 0.24
H 1.503 4.455 1.803 0.28
H 1.075 5.532 2.989 0.59
H 1.077 2.650 3.147 -0.27
H 2.249 3.497 3.892 0.40
H -1.616 2.795 6.337 0.29
H -0.517 4.149 7.106 0.29
H -0.428 2.310 7.515 0.32
C -0.539 4.259 -1.470 -0.84
C -1.544 4.212 -0.300 0.30
O -2.797 3.993 -0.764 -0.33
C -3.889 3.723 0.067 0.80
C -5.118 3.196 -0.585 -0.73
O -3.927 4.044 1.245 -0.58
H -0.667 5.189 -2.115 0.36
H -0.702 3.300 -2.086 0.12
H 0.507 4.408 -1.268 0.09
H -1.431 3.462 0.628 -0.12
H -1.539 5.209 0.080 0.38
H -6.088 3.742 -0.288 0.34
H -5.041 2.158 -0.324 -0.01
H -5.046 3.425 -1.680 0.27
C 2.914 -4.880 -0.648 -0.57
C 1.829 -5.743 -1.176 -0.16
O 0.944 -6.198 -0.104 -0.29
C -0.229 -6.856 -0.462 0.97
C -0.811 -7.309 0.909 -1.91
O -0.563 -7.192 -1.553 -0.56
H 3.759 -4.658 -1.305 0.39
H 3.551 -5.191 0.267 0.31
H 2.587 -3.926 -0.382 -0.27
H 1.155 -5.375 -1.976 0.21
H 2.258 -6.591 -1.699 0.37
H -0.138 -7.465 1.418 0.73
H -1.223 -8.175 0.684 0.55
H -1.594 -6.706 1.096 0.37
C 3.958 -1.648 -3.071 -0.41
C 4.881 -0.579 -2.450 -0.27
O 4.529 -0.281 -1.181 0.04
C 5.423 0.392 -0.415 0.59
C 5.205 0.438 0.988 -0.68
O 6.342 1.082 -0.875 -0.62
H 4.135 -1.864 -4.202 0.41
H 2.931 -1.163 -3.272 0.02
H 3.991 -2.651 -2.446 -0.09
H 5.994 -0.808 -2.642 0.37
H 4.961 0.316 -3.255 0.04
H 4.611 -0.469 1.052 0.18
H 4.669 1.276 1.357 0.08
H 6.131 0.336 1.578 0.37
C -1.203 0.251 3.255 -0.08
C -1.015 -1.132 3.729 0.86
C -0.392 -1.298 5.156 -1.79
O -1.170 -2.227 2.906 -0.55
H -1.526 0.317 2.263 -0.52
H -0.448 0.703 3.499 0.28
H -1.993 0.783 3.869 0.29
H 0.481 -0.830 5.203 0.44
H -0.392 -2.310 5.651 0.32
H -0.984 -0.982 5.791 0.71
C -2.396 -3.356 -3.074 -0.67
C -2.975 -3.973 -1.765 0.84
C -2.062 -4.022 -0.600 -0.28
O -4.310 -4.208 -1.677 -0.66
H -3.281 -3.321 -3.859 0.27
H -1.399 -3.846 -3.344 0.31
H -1.876 -2.476 -3.033 -0.08
H -1.123 -4.261 -0.845 -0.09
H -2.332 -4.592 0.185 0.49
H -2.046 -2.935 -0.106 -0.19
C 1.476 -1.543 0.785 -0.62
C 1.435 -0.054 0.428 0.64
C 1.175 0.236 -1.083 0.27
O 1.609 0.946 1.351 -0.56
H 0.443 -2.104 0.505 -0.01
H 1.778 -1.639 1.755 0.62
H 2.497 -1.803 0.226 -0.22
H 1.086 -0.756 -1.632 0.24
H 1.781 1.214 -1.541 -0.41
H 0.181 0.762 -1.172 -0.11
C -0.840 1.343 -4.399 -0.08
C -0.824 -0.125 -4.673 0.75
C -1.881 -0.635 -5.696 -2.46
O 0.085 -0.926 -4.182 -0.50
H -0.957 2.174 -5.243 0.42
H 0.125 1.415 -3.681 -0.07
H -1.654 1.370 -3.630 -0.05
H -2.888 -0.531 -5.505 0.57
H -1.986 -1.541 -5.823 0.80
H -1.602 -0.313 -6.525 0.67
C 4.727 3.475 -3.295 -1.85
C 3.559 3.643 -2.412 1.12
C 3.705 3.867 -0.930 -0.93
O 2.365 3.575 -2.928 -0.57
H 5.161 4.359 -3.462 0.55
H 4.714 3.160 -4.404 0.32
H 5.391 3.067 -2.760 0.49
H 3.358 4.764 -0.581 0.55
H 4.707 3.838 -0.596 0.48
H 3.070 3.155 -0.579 -0.10

=====

Arrangement B

120
Properties=species:S:1:pos:R:3:mulliken_charge:R:1 method="wB97M-V/def2-TZVPD" lumo_ev=0.3781 smiles="CCOC(C)=O.CCOC(C)=O.CCOC(C)=O.CCOC(C)=O.CCOC(C)=O.CC(C)=O.CC(C)=O.CC(C)=O.CC(C)=O.CC(C)=O"
C -2.474 -3.235 -0.090 -1.21
C -3.157 -1.861 -0.375 0.21
O -3.200 -1.423 -1.774 -0.08
C -4.209 -1.767 -2.533 0.78
C -4.080 -1.251 -3.927 -1.17
O -5.187 -2.413 -2.127 -0.62
H -1.430 -3.205 -0.403 0.19
H -2.910 -4.094 -0.601 0.44
H -2.368 -3.425 0.978 0.33
H -4.161 -1.811 0.048 0.59
H -2.618 -1.116 0.210 -0.31
H -5.061 -1.190 -4.399 0.35
H -3.377 -1.887 -4.465 0.30
H -3.638 -0.255 -3.911 0.23
C 2.871 -1.681 -3.291 -0.55
C 3.418 -2.897 -4.139 -0.42
O 2.546 -3.069 -5.214 -0.13
C 2.877 -3.941 -6.164 0.60
C 2.106 -3.799 -7.408 -0.74
O 3.801 -4.715 -6.151 -0.59
H 3.506 -1.604 -2.409 0.20
H 1.842 -1.824 -2.962 0.00
H 2.848 -0.749 -3.856 0.45
H 4.425 -2.694 -4.505 0.34
H 3.456 -3.832 -3.579 0.26
H 1.170 -4.319 -7.206 0.25
H 2.669 -4.137 -8.278 0.31
H 1.918 -2.727 -7.465 0.10
C 1.819 4.176 1.725 -1.27
C 2.302 2.787 2.074 0.56
O 2.983 2.873 3.377 -0.33
C 3.541 1.816 3.886 0.74
C 4.380 2.086 5.053 -1.19
O 3.480 0.694 3.436 -0.52
H 2.674 4.771 1.402 0.41
H 1.437 4.679 2.614 0.30
H 1.020 4.106 0.987 0.30
H 1.483 2.095 2.269 -0.20
H 2.979 2.334 1.349 0.19
H 4.587 3.156 5.077 0.38
H 5.309 1.516 5.019 0.31
H 3.800 1.893 5.955 0.29
C 1.294 -2.677 5.010 -1.09
C 0.435 -1.489 4.633 0.17
O -0.869 -1.918 4.437 -0.34
C -1.812 -1.168 3.775 0.76
C -3.130 -1.807 3.594 -0.67
O -1.568 -0.082 3.187 -0.52
H 0.974 -3.162 5.932 0.37
H 2.321 -2.400 5.249 0.36
H 1.235 -3.400 4.196 0.10
H 0.647 -0.666 5.316 0.35
H 0.810 -1.081 3.695 -0.01
H -3.219 -2.750 4.133 0.30
H -3.220 -2.028 2.530 -0.13
H -3.898 -1.136 3.980 0.33
C -3.094 7.155 5.288 -1.05
C -2.478 6.984 3.852 -0.40
O -2.437 5.618 3.425 -0.27
C -1.776 5.184 2.362 0.37
C -2.089 3.758 1.937 -0.43
O -1.038 5.909 1.711 -0.60
H -2.462 6.575 5.960 0.29
H -4.135 6.834 5.266 0.29
H -3.139 8.208 5.568 0.37
H -3.087 7.499 3.109 0.31
H -1.526 7.470 3.641 0.38
H -1.787 3.020 2.680 0.33
H -1.551 3.566 1.009 0.03
H -3.155 3.618 1.758 0.40
C 4.165 -1.589 1.280 -0.08
C 4.901 -0.487 0.507 0.76
C 5.892 0.358 1.269 -1.08
O 4.766 -0.388 -0.713 -0.53
H 4.757 -2.494 1.147 0.52
H 3.151 -1.840 0.967 -0.60
H 4.187 -1.343 2.341 0.26
H 6.581 -0.302 1.797 0.38
H 5.436 0.933 2.075 -0.01
H 6.374 1.073 0.601 0.35
C 0.779 -0.103 -6.075 -0.77
C 0.752 1.344 -5.874 0.79
C -0.531 1.926 -5.278 -0.84
O 1.736 2.068 -6.107 -0.62
H 0.943 -0.612 -5.126 0.03
H 1.590 -0.439 -6.722 0.27
H -0.145 -0.420 -6.558 0.46
H -0.926 1.214 -4.554 0.01
H -1.272 2.077 -6.063 0.38
H -0.335 2.886 -4.801 0.30
C 1.208 -5.875 -0.304 -1.61
C 1.409 -4.439 -0.017 0.60
C 1.123 -3.991 1.353 -0.68
O 1.769 -3.693 -0.949 -0.39
H 0.434 -6.320 0.322 0.41
H 2.152 -6.300 0.036 0.41
H 1.071 -6.058 -1.370 0.35
H 0.330 -3.246 1.422 0.02
H 2.070 -3.678 1.792 0.35
H 0.899 -4.809 2.037 0.61
C 0.560 -0.684 -0.221 1.72
C -0.119 0.462 -0.928 0.38
C -0.918 1.380 -0.109 -0.11
O 0.003 0.584 -2.144 -0.68
H 1.370 -0.400 0.452 -0.04
H 1.101 -1.275 -0.960 -0.78
H -0.179 -1.296 0.297 -0.62
H -0.252 1.780 0.656 -0.65
H -1.670 0.816 0.445 0.17
H -1.460 2.168 -0.631 0.51
C -6.497 1.685 -1.643 -1.48
C -5.466 1.364 -0.639 0.77
C -4.072 1.975 -0.811 0.13
O -5.701 0.604 0.283 -0.58
H -6.980 2.620 -1.358 0.40
H -7.223 0.874 -1.581 0.36
H -6.097 1.898 -2.634 0.36
H -3.462 1.149 -1.175 -0.07
H -3.728 2.250 0.186 -0.21
H -4.106 2.903 -1.382 0.31

=====

Which structure is the least stable? The one labeled arrangement A.

=====

Arrangement A

6
Properties=species:S:1:pos:R:3:nbo_charge:R:1 method="wB97M-V/def2-TZVPD" lumo_ev=-1.1099
C 1.879 0.248 0.351 -0.10
C -1.431 -0.643 -0.483 1.02
O -1.752 -1.366 -1.333 -0.51
O -1.206 0.027 0.397 -0.50
Cl 1.421 1.484 1.468 0.03
H 1.088 0.251 -0.401 0.08

=====

Arrangement B

6
Properties=species:S:1:pos:R:3:nbo_charge:R:1 method="wB97M-V/def2-TZVPD" lumo_ev="-1.2878 / -1.2866"
C 0.649 -0.193 0.046 0.10
C -0.635 -0.499 -0.223 0.04
O 0.917 1.081 0.064 -0.21
O -0.364 1.687 0.016 -0.40
Cl -2.047 -1.183 0.063 0.25
H 1.480 -0.892 0.034 0.22

=====

Which structure is the least stable? The one labeled arrangement B.